This record from the OMol25 dataset describes a structure of composition C4H26HgO10V. The level of theory is wB97M-V/def2-TZVPD.

Last column: natural (NBO) charge in e.
Element x y z (Å)
Hg 4.50717 7.07430 -24.05814  0.8896
V 7.55643 8.39229 -25.58892  1.5820
C 9.76917 6.55764 -21.92258  -0.6300
C 9.70531 6.80893 -23.41280  -0.0513
O 8.75030 7.75130 -23.81425  -0.9996
H 9.76149 7.45844 -21.30891  0.2196
H 10.62214 5.95337 -21.61372  0.2278
H 8.86405 6.03347 -21.61587  0.1809
H 9.61130 5.89100 -23.99301  0.1278
H 10.67654 7.11492 -23.80164  0.1454
C 7.58406 4.48808 -26.17239  -0.6254
C 6.22324 5.24112 -26.36854  -0.0468
O 6.20305 6.55117 -25.86724  -1.0512
H 7.47746 3.47604 -26.56290  0.2114
H 7.82930 4.47851 -25.11038  0.2143
H 8.33313 4.95712 -26.81036  0.1764
H 5.38879 4.64750 -25.99518  0.1622
H 5.99062 5.29077 -27.43227  0.1237
O 3.45637 5.10676 -23.94478  -0.9971
H 2.99213 4.84465 -23.14978  0.5133
H 2.97539 4.68158 -24.65479  0.5191
O 9.00993 7.80234 -27.10690  -0.9662
H 8.87823 7.87739 -28.05202  0.5128
H 9.50006 6.98755 -26.99684  0.5181
O 5.30903 1.38274 -27.68865  -0.9224
H 5.15745 1.51335 -28.62471  0.4631
H 6.16060 1.78791 -27.52462  0.4606
O 11.21192 3.20702 -27.82921  -0.9279
H 10.95568 4.11763 -27.68309  0.4522
H 12.13704 3.17595 -27.58542  0.4768
O 6.10866 6.33489 -22.63084  -0.9917
H 6.94930 6.14509 -23.04741  0.5180
H 6.33352 6.86898 -21.86899  0.5092
O 7.46731 2.06129 -23.31486  -0.9287
H 8.15118 2.29809 -23.94133  0.4654
H 6.66885 2.00772 -23.84004  0.4667
O 3.26051 3.65493 -28.31742  -0.9248
H 3.80082 4.38021 -28.63087  0.4538
H 3.31617 2.99716 -29.01059  0.4713
O 3.69625 7.21293 -28.09116  -0.9333
H 3.41659 6.75153 -28.88182  0.4697
H 4.47218 6.73597 -27.79675  0.4650

Calculated values
HOMO-LUMO gap (alpha / beta) in eV: 7.35 / 6.42
⟨S²⟩: 6.014
Spin multiplicity: 5
Charge: +1



This record from the OMol25 dataset describes a cluster of 9 separate species, C4H26N2O10 in total. The level of theory is wB97M-V/def2-TZVPD.

Last column: natural (NBO) charge in e.
Element x y z (Å)
C -0.65659 -1.56424 -0.66933  -0.2731
N -0.25386 -0.82727 -1.93094  -0.5963
C 1.07151 -0.92907 -2.40725  0.5352
O 1.83794 -1.79882 -1.96913  -0.6070
C -0.48112 -0.52688 0.39473  -0.3572
N -1.63250 0.33536 0.56286  -0.2441
C -1.37038 1.36566 1.60933  0.0153
O -1.14100 2.66127 1.02950  -0.6723
H -1.71250 -1.93408 -0.69514  0.2235
H 0.07066 -2.42197 -0.55166  0.2838
H -0.64456 0.07734 -1.90286  0.4055
H 1.32320 -0.34685 -3.31173  0.1902
H 0.42871 0.04088 0.30245  0.3031
H -0.31582 -1.14215 1.29370  0.3005
H -2.12897 0.62415 -0.26567  0.4593
H -2.29662 1.58260 2.24933  0.2469
H -0.50432 1.12104 2.29236  0.2447
H -1.86212 2.87990 0.44062  0.4937
H -0.93477 -2.62139 2.01323  0.4775
H -0.29473 -3.58169 3.06688  0.5064
O -0.09666 -3.03589 2.25270  -0.9852
H 1.65019 -3.05461 0.89508  0.4762
H 2.19626 -2.20781 -0.36855  0.4954
O 2.41511 -2.60148 0.57025  -0.9986
H 1.95828 1.37070 0.68492  0.5019
H 3.11940 2.30128 0.42478  0.4888
O 2.32620 2.02547 0.08813  -0.9692
H -2.41882 -1.49863 1.30575  0.4493
H -3.34428 -2.63198 1.23475  0.4835
O -2.67749 -2.34422 1.74473  -0.9046
H 1.65817 -0.77099 1.85044  0.4944
H 3.13981 -0.36891 1.93519  0.5170
O 2.24678 -0.00371 1.81100  -0.9825
H -2.14971 2.48631 -1.60223  0.4987
H -3.59856 2.32578 -2.18381  0.5107
O -2.92772 2.00119 -1.57794  -0.9942
H 0.59440 2.00102 -1.88381  0.5202
H 0.06648 2.07721 -0.43486  0.4836
O -0.18076 2.01399 -1.32868  -1.0122
H 2.57839 1.96031 -1.57562  0.5052
H 2.71307 2.81718 -2.85518  0.4778
O 2.22932 2.14402 -2.53831  -0.9919

Calculated values
ΔE to the lowest compared entry with this formula, charge and spin in kJ/mol: 253.04
HOMO-LUMO gap (alpha / beta) in eV: 10.71 / 4.94
⟨S²⟩: 0.755
Spin multiplicity: 2
Charge: +1



This record from the OMol25 dataset describes a cluster of 8 separate species, C4H26NO8 in total. The level of theory is wB97M-V/def2-TZVPD.

Last column: natural (NBO) charge in e.
Element x y z (Å)
C 0.95766 3.05262 1.17277  -0.6280
C 0.95322 1.82065 0.27590  -0.0501
C 1.07448 2.21746 -1.19342  -0.4536
C 1.17037 1.04328 -2.14089  -0.0721
O -0.15728 0.52790 -2.35658  -0.7980
N -0.33396 1.06849 0.50054  -0.7276
H 0.79988 2.78349 2.21877  0.2138
H 0.19800 3.77569 0.86992  0.2188
H 1.93383 3.53260 1.11575  0.2380
H 1.78603 1.17253 0.54742  0.2596
H 0.20172 2.80571 -1.49170  0.2321
H 1.93245 2.88085 -1.29117  0.2394
H 1.52846 1.34374 -3.12574  0.1933
H 1.80195 0.24074 -1.75237  0.1917
H -0.22747 -0.42582 -2.28197  0.5067
H -0.34274 0.24621 -0.11039  0.4639
H -0.39420 0.71944 1.45919  0.4460
H -1.14649 1.66215 0.29003  0.4599
H 1.08203 -0.61393 1.55153  0.4756
H 1.32634 -1.66005 0.41280  0.4892
O 1.42586 -0.71420 0.65495  -1.0285
H 0.51987 -0.41910 3.74196  0.5139
H -0.11869 -1.30363 2.63223  0.5208
O 0.32919 -0.45712 2.80231  -0.9794
H 0.30720 -2.99581 -0.75978  0.5233
H 1.30713 -4.02632 -0.08884  0.5126
O 0.66791 -3.32896 0.08451  -0.9803
H -0.17372 -3.24116 1.27461  0.5020
H -1.05815 -3.66888 2.45619  0.5006
O -0.76339 -2.88919 1.97507  -1.0195
H -2.92522 2.29488 -1.84181  0.4918
H -1.56996 1.52946 -1.88330  0.5046
O -2.13976 2.10075 -1.32266  -1.0062
H -1.31807 -1.83965 -1.25746  0.5199
H -1.01658 -2.55034 -2.62763  0.5073
O -0.60411 -2.10606 -1.87548  -0.9939
H -1.78415 -1.88416 0.91339  0.5113
H -3.09391 -1.35091 0.27504  0.5016
O -2.13569 -1.34333 0.17630  -1.0006

Calculated values
ΔE to the lowest compared entry with this formula, charge and spin in kJ/mol: 0.00
HOMO-LUMO gap in eV: 10.82
Spin multiplicity: 1
Charge: +1



This record from the OMol25 dataset describes a cluster of 9 separate species, C4H27N2O8 in total. The level of theory is wB97M-V/def2-TZVPD.

Last column: natural (NBO) charge in e.
Element x y z (Å)
C -1.26915 1.39574 -0.56143  -0.1997
C -0.29258 1.78379 0.56478  -0.4707
C -0.89228 1.62258 1.93308  0.2000
C -1.60118 2.61856 2.48512  -0.5256
N -0.85939 0.33973 2.41344  -0.8212
N -0.66178 0.26236 -1.34354  -0.7023
H -2.20131 0.93290 -0.24220  0.2275
H -1.48039 2.20106 -1.25543  0.2136
H 0.66424 1.29253 0.39014  0.2446
H -0.15153 2.85069 0.44468  0.2181
H -2.37194 2.34322 3.19137  0.2087
H -1.52694 3.61978 2.09348  0.2044
H -1.40298 0.11200 3.22921  0.3911
H -0.54555 -0.45126 1.87851  0.3870
H -0.79421 -0.58602 -0.79452  0.4526
H -1.04223 -0.00050 -2.26574  0.4672
H 0.31512 0.40181 -1.62763  0.4630
H -0.36778 -4.41103 3.22887  0.4815
H -0.16503 -2.89648 3.35961  0.4810
O 0.26847 -3.70441 3.06952  -0.9493
H -1.37312 1.99526 -3.99539  0.4913
H -1.54565 0.66930 -4.71579  0.4956
O -1.28271 1.04368 -3.86478  -0.9719
H 3.95528 -1.76338 0.11897  0.4548
H 4.71158 -2.50668 1.15653  0.4762
O 4.22703 -2.66473 0.33291  -0.9239
H 1.56932 4.68212 -0.05342  0.4881
H 0.33276 4.85272 -0.88851  0.4754
O 1.28496 4.70480 -0.97760  -0.9329
H -0.94856 -5.28593 0.36483  0.5000
H 0.04789 -4.36338 1.19226  0.5097
O -0.58154 -4.40123 0.45585  -0.9897
H -0.75494 -3.29320 -0.84069  0.5033
H -1.40608 -3.05044 -2.21634  0.4815
O -1.28485 -2.63693 -1.35596  -1.0068
H 2.45328 2.58700 -2.36819  0.4872
H 1.25222 2.98937 -1.59386  0.4885
O 1.72878 2.17801 -1.88126  -0.9949
H 2.09374 -1.76469 0.51879  0.4918
H 0.64464 -2.21366 0.28600  0.4770
O 1.25437 -1.48506 0.13432  -0.9719

Calculated values
ΔE to the lowest compared entry with this formula, charge and spin in kJ/mol: 0.00
HOMO-LUMO gap in eV: 8.48
Spin multiplicity: 1
Charge: +1



This record from the OMol25 dataset describes a cluster of 9 separate species, C4H27N2O9 in total. The level of theory is wB97M-V/def2-TZVPD.

Last column: natural (NBO) charge in e.
Element x y z (Å)
N 0.83039 -1.37929 -2.21912  -0.8321
C -0.30698 -0.77714 -1.49563  -0.0604
C -0.07385 -0.74144 0.01975  -0.4837
C -1.31061 -1.21740 0.80655  -0.0604
O -2.14742 -0.20011 1.36457  -0.8227
C -0.65644 0.62608 -1.94305  -0.2460
N -1.30337 0.80881 -3.23506  -0.8558
H 1.57905 -0.70707 -2.31371  0.3560
H 0.49872 -1.51488 -3.16970  0.3378
H -1.17011 -1.40519 -1.73317  0.1682
H 0.76299 -1.33646 0.35529  0.2470
H 0.20621 0.25489 0.34425  0.2245
H -1.90552 -2.00762 0.34039  0.1568
H -0.84875 -1.71399 1.67230  0.1545
H -1.22803 1.20380 -1.21003  0.2304
H 0.22977 1.27511 -1.82654  0.1529
H -1.46412 -0.05579 -3.73063  0.3410
H -2.22254 1.21013 -3.06023  0.3718
H 1.68603 3.89055 0.63768  0.4665
H 0.95638 2.55482 1.13151  0.5187
O 1.76674 2.94344 0.74557  -1.0046
H -1.17370 2.57486 1.59929  0.4598
H -1.50572 0.71513 1.49399  0.5036
O -0.69435 1.74362 1.64959  -1.1902
H 1.47657 0.47105 1.61368  0.4785
H 1.95768 0.74657 2.84593  0.4945
O 2.37524 0.55606 1.98139  -0.9688
H 2.87478 -1.31524 -0.31423  0.4877
H 2.91668 -1.30634 1.19558  0.4891
O 2.89563 -1.91777 0.44039  -0.9772
H -2.96745 0.36756 0.18579  0.5055
H -4.33475 1.12202 -0.39414  0.4560
O -3.48407 0.75061 -0.61512  -1.0451
H -0.23060 1.14951 3.11727  0.5048
H -0.81014 0.25717 4.17396  0.4642
O -0.00772 0.76355 4.01171  -1.0194
H 2.34824 1.42738 -1.37251  0.4670
H 2.82254 1.36951 0.03702  0.5174
O 2.88699 0.86883 -0.80194  -0.9892
H 0.33654 -3.89464 -0.57994  0.4874
H -1.09914 -3.74709 -1.00989  0.4640
O -0.46182 -4.41360 -0.73884  -0.9502

Calculated values
ΔE to the lowest compared entry with this formula, charge and spin in kJ/mol: 88.68
HOMO-LUMO gap in eV: 8.96
Spin multiplicity: 1
Charge: -1



no.,calculated total energy (hartree),maximum force (eV/Å)
1,-2017.4457,4.4
2,-1029.5516,6.1
3,-824.5060,2.6
4,-879.7992,1.3
5,-955.3285,2.3